64
Properties=species:S:1:pos:R:3 method="wB97M-V/def2-TZVPD" total_energy_ha=-1458.427220 total_charge=+1 homo_energy_ev=-10.8046 largest_force_ev_per_a=1.5
H -0.7681 1.7798 -0.1050
H 7.9962 -2.5226 1.4041
H -5.8552 -1.5522 1.1930
H -1.1834 0.9868 -4.7663
C 0.5010 4.3228 1.7344
C 4.7657 -0.3629 1.1825
C -0.3683 3.6226 0.8663
H -3.0063 -4.7989 1.3664
C -1.4002 -0.4683 0.6803
H -3.6937 -4.0696 -2.8815
H -5.3704 -3.9965 1.4019
C -3.1941 -2.7469 -4.5190
H -2.7718 -2.5430 -1.1111
C -4.5514 -3.2842 1.2839
C -2.1789 -1.0472 -2.5078
H 7.0889 -1.6519 0.1207
H -1.1312 -3.1684 1.1845
H -1.7526 0.5514 0.7846
H -1.4828 6.1449 1.3135
H 7.4827 -0.8213 1.6683
H -0.2637 7.4647 1.3550
H 0.5587 1.8455 -1.7421
C -0.4485 6.4293 1.0701
C -3.2232 -3.7321 1.2755
C -0.1666 2.2689 0.6567
C 7.2215 -1.7831 1.2048
C -3.7870 -1.0045 1.0024
C -0.0454 -0.7542 0.7015
O 0.4993 5.6752 1.8636
O 6.0411 -2.3518 1.8140
N -1.5134 -0.0556 -1.7696
C 2.3263 -0.4924 1.3462
H 3.8021 -3.3577 2.5318
C -1.0405 0.8116 -2.6699
H 1.5582 -2.3811 2.0877
H -2.5410 -1.1925 -5.9305
C 3.6939 -2.3703 2.0870
C -4.8257 -1.9129 1.1621
H -1.1654 4.1478 0.3319
C 0.8095 1.5283 1.3482
C 3.5141 0.2143 1.0434
H 3.4553 1.2333 0.6620
C 1.0024 0.0993 1.1217
C -0.1971 2.0198 -2.5115
H 5.6636 0.1850 0.8889
C 1.4667 3.5998 2.4785
C 1.6068 2.2439 2.2866
C -2.4382 -1.4416 0.9544
H -3.5991 -3.4276 -5.2703
C -2.6197 -1.5220 -4.8930
H -3.9870 0.0643 0.8938
N -1.4188 0.4732 -3.9275
C -2.7472 -2.2759 -2.1621
C 2.4560 -1.8118 1.8468
C 4.8657 -1.6772 1.6997
H -0.8204 2.8841 -2.2425
C -2.1668 -2.8223 1.1608
H 0.3129 2.2454 -3.4572
H 0.2441 -1.7638 0.3957
H -0.2675 6.2913 -0.0066
H 2.3467 1.7076 2.8803
C -2.1368 -0.7111 -3.8741
C -3.2501 -3.1131 -3.1625
H 2.0983 4.1475 3.1750